No. 1
The following is a quantum chemistry calculation of a 2-piece molecular cluster, C3H7N2OS overall in a non-equilibrium geometry, from OMol25.

Geometry (Å):
1 C -1.303 -0.599 0.125
2 C 3.153 0.492 -0.124
3 C -2.792 -0.642 0.046
4 N -0.661 0.462 0.183
5 N 2.013 0.952 -0.354
6 O 4.449 0.588 -0.415
7 S 3.992 -0.636 0.866
8 H -0.795 -1.564 -0.066
9 H -2.864 -1.251 -0.865
10 H -3.236 -1.445 0.690
11 H -3.360 0.270 0.229
12 H -1.197 1.227 0.487
13 H 2.205 1.752 -1.016
14 H 0.396 0.395 0.215

Calculated values
Total charge ... +1
E_HOMO ... -13.4 eV
Orbital gap ... 8.99 eV

Here are the Löwdin charges for atoms 1 to 6, given in e:
1. C -0.116
2. C -0.865
3. C -0.012
4. N 0.220
5. N 0.090
6. O -0.199

=====

No. 2
The following is a quantum chemistry calculation of one molecule with the formula C3H7N2P in a non-equilibrium geometry, from OMol25.

Geometry (Å):
1 C -0.915 -0.541 -0.264
2 C 0.274 -1.229 -0.424
3 C -0.916 0.745 0.515
4 N -0.113 1.757 -0.272
5 N 1.222 1.300 -0.410
6 P 1.499 -0.168 0.183
7 H -1.814 -0.773 -0.821
8 H 0.386 -1.913 -1.252
9 H -2.033 0.964 0.633
10 H -0.325 0.721 1.462
11 H -0.413 1.742 -1.288
12 H 1.355 -0.331 1.612
13 H 2.773 -0.594 -0.325

Calculated values
SMILES string ... C1=C[PH2]=NNC1
E_HOMO ... -7.4 eV
Orbital gap ... 8.20 eV

Here are the Löwdin charges for atoms 1 to 6, given in e:
1. C -0.174
2. C -0.270
3. C -0.282
4. N -0.163
5. N -0.342
6. P 0.724

=====

No. 3
The following is a quantum chemistry calculation of C3H7N2S as an isolated structure in a non-equilibrium geometry, from OMol25.

Geometry (Å):
1 C 1.394 -0.049 -1.191
2 C -1.407 -0.467 1.342
3 C 0.299 -0.778 -1.183
4 N 0.047 1.463 0.912
5 N -0.675 0.629 1.153
6 S 1.067 1.671 -1.104
7 H 2.398 -0.371 -0.816
8 H -1.921 -0.359 2.400
9 H -0.867 -1.529 1.235
10 H -2.225 -0.455 0.607
11 H -0.612 -0.180 -1.423
12 H 0.164 -1.815 -1.032
13 H 2.336 2.240 -0.900

Calculated values
Total charge ... +1
E_HOMO ... -13.1 eV
Orbital gap ... 8.00 eV

Here are the Löwdin charges for atoms 1 to 6, given in e:
1. C -0.506
2. C -0.058
3. C -0.129
4. N 0.158
5. N -0.031
6. S 0.887

=====

No. 4
The following is a quantum chemistry calculation of an isolated ion of composition C3H7N2S and charge +1 in a non-equilibrium geometry, from OMol25.

Geometry (Å):
1 C -0.486 0.908 -0.073
2 C 1.621 -0.294 -0.482
3 C 0.889 -1.822 -0.081
4 N -1.103 1.881 0.591
5 N 0.785 0.769 -0.043
6 S 3.106 0.105 -1.002
7 H -1.109 0.260 -0.728
8 H 1.561 -2.602 -0.307
9 H 0.627 -1.704 1.014
10 H -0.051 -2.161 -0.547
11 H -2.072 1.971 0.590
12 H -0.435 2.156 1.392
13 H 1.334 1.363 0.537

Calculated values
Total charge ... +1
SMILES string ... CC(=S)/[NH+]=C/N
E_HOMO ... -13.4 eV
Orbital gap ... 8.36 eV

Here are the Löwdin charges for atoms 1 to 6, given in e:
1. C -0.138
2. C -0.719
3. C -0.012
4. N 0.201
5. N -0.001
6. S 0.840

=====

No. 5
The following is a quantum chemistry calculation of one molecule with the formula C3H7N3 in a non-equilibrium geometry, from OMol25.

Geometry (Å):
1 N -2.036 0.388 0.547
2 C -0.851 0.725 -0.223
3 C 0.395 0.349 0.486
4 N 1.398 -1.378 -0.136
5 C 1.652 0.104 -0.193
6 N 2.518 0.838 -0.639
7 H -2.858 0.831 0.152
8 H -2.197 -0.614 0.518
9 H -0.775 1.821 -0.306
10 H -0.817 0.342 -1.256
11 H 0.345 0.372 1.578
12 H 1.242 -1.857 -1.020
13 H 1.984 -1.922 0.493

Calculated values
E_HOMO (alpha / beta) ... -8.9 / -7.1 eV
Orbital gap (alpha / beta) ... 9.22 / 6.30 eV

Here are the Löwdin charges for atoms 1 to 6, given in e:
1. N -0.006
2. C -0.302
3. C -0.009
4. N 0.103
5. C -0.626
6. N 0.182

=====

No. 6
The following is a quantum chemistry calculation of one molecule with the formula C3H7N3 in a non-equilibrium geometry, from OMol25.

Geometry (Å):
1 N -1.786 -0.006 0.387
2 C -0.653 0.669 -0.240
3 C 0.662 0.072 0.294
4 N 0.811 -1.325 -0.088
5 C 1.825 0.764 -0.316
6 N 2.776 1.163 -0.839
7 H -2.625 0.562 0.311
8 H -1.989 -0.871 -0.102
9 H -0.690 1.729 0.035
10 H -0.646 0.617 -1.338
11 H 0.672 0.267 1.380
12 H 0.005 -1.893 0.142
13 H 1.631 -1.723 0.357

Calculated values
SMILES string ... N#C[C@H](N)CN
E_HOMO ... -9.9 eV
Orbital gap ... 10.79 eV

Here are the Löwdin charges for atoms 1 to 6, given in e:
1. N -0.003
2. C -0.258
3. C -0.404
4. N 0.044
5. C -0.190
6. N 0.148

=====

No. 7
The following is a quantum chemistry calculation of one molecule with the formula C3H7N3 in a non-equilibrium geometry, from OMol25.

Geometry (Å):
1 C -0.277 0.731 -0.426
2 C -0.234 2.160 0.003
3 N -0.326 -1.298 0.805
4 N 0.834 0.067 -0.546
5 N 1.034 -2.220 -0.994
6 C 0.673 -1.255 -0.261
7 H -1.195 0.448 -0.963
8 H -0.062 -0.855 1.676
9 H -0.659 -2.230 1.038
10 H 0.860 -3.128 -0.575
11 H 0.634 2.345 0.632
12 H -1.156 2.452 0.505
13 H -0.127 2.781 -0.893

Calculated values
SMILES string ... [H]/N=C(N)/N=C/C
E_HOMO ... -8.9 eV
Orbital gap ... 9.56 eV

Here are the Löwdin charges for atoms 1 to 6, given in e:
1. C -0.200
2. C -0.071
3. N 0.091
4. N 0.085
5. N 0.114
6. C -0.574

=====

No. 8
The following is a quantum chemistry calculation of a 2-piece molecular cluster, C3H7N3 overall in a non-equilibrium geometry, from OMol25.

Geometry (Å):
1 C 3.028 0.023 0.301
2 C 1.781 0.739 0.361
3 C 0.601 0.018 1.050
4 N 3.947 -0.641 0.417
5 N -2.015 -0.030 -1.220
6 N 0.957 -1.215 1.385
7 H 1.855 1.605 0.960
8 H 1.529 1.220 -0.468
9 H -2.717 0.618 -1.015
10 H -1.708 -0.104 -2.151
11 H -1.375 -0.322 -0.536
12 H 1.804 -1.722 1.047
13 H 0.429 -1.793 1.993

Calculated values
E_HOMO ... -9.1 eV
Orbital gap ... 10.01 eV

Here are the Löwdin charges for atoms 1 to 6, given in e:
1. C -0.247
2. C -0.208
3. C -0.064
4. N 0.153
5. N 0.052
6. N 0.048

=====

No. 9
The following is a quantum chemistry calculation of one molecule with the formula C3H7N3 in a non-equilibrium geometry, from OMol25.

Geometry (Å):
1 C 0.790 0.206 -0.043
2 C -0.472 -0.232 -0.487
3 C -1.686 -0.328 0.559
4 H 2.870 -0.623 0.088
5 H 1.436 -1.614 -0.335
6 H 1.980 1.624 0.523
7 H -0.426 -1.039 -1.049
8 H -2.573 -1.178 0.292
9 H -1.862 0.134 1.600
10 H -1.242 1.678 -0.517
11 N 1.786 -0.724 -0.079
12 N 0.988 1.507 0.063
13 N -1.589 0.588 -0.615

Calculated values
SMILES string ... [H]/N=C(\N)[C@H]1CN1
E_HOMO ... -8.9 eV
Orbital gap ... 9.76 eV

Here are the Löwdin charges for atoms 1 to 6, given in e:
1. C -0.519
2. C -0.346
3. C -0.087
4. H 0.169
5. H 0.069
6. H 0.075

=====

No. 10
The following is a quantum chemistry calculation of a 2-piece molecular cluster, C3H7N3 overall in a non-equilibrium geometry, from OMol25.

Geometry (Å):
1 N -1.819 -0.387 -0.181
2 C -0.738 0.602 -0.098
3 C 0.607 -0.008 0.347
4 N 0.563 -1.340 0.440
5 C 2.233 0.922 -0.696
6 N 3.250 1.507 -0.732
7 H -2.530 -0.237 0.528
8 H -2.288 -0.355 -1.078
9 H -0.990 1.413 0.594
10 H -0.560 1.049 -1.073
11 H 1.220 0.522 1.039
12 H -0.285 -1.806 0.122
13 H 1.337 -1.880 0.787

Calculated values
E_HOMO ... -9.4 eV
Orbital gap ... 9.86 eV

Here are the Löwdin charges for atoms 1 to 6, given in e:
1. N -0.011
2. C -0.223
3. C -0.237
4. N 0.102
5. C -0.237
6. N -0.066

=====

No. 11
The following is a quantum chemistry calculation of one molecule with the formula C3H7N3 in a non-equilibrium geometry, from OMol25.

Geometry (Å):
1 N 0.871 -0.527 1.484
2 C 0.272 -0.854 0.194
3 C -0.631 0.300 -0.268
4 N 0.151 1.471 -0.654
5 C -1.437 -0.130 -1.432
6 N -2.074 -0.463 -2.338
7 H 1.193 -1.373 1.942
8 H 1.694 0.056 1.371
9 H -0.353 -1.743 0.322
10 H 0.998 -1.075 -0.604
11 H -1.329 0.496 0.560
12 H 1.009 1.520 -0.117
13 H -0.364 2.323 -0.459

Calculated values
SMILES string ... N#C[C@H](N)CN
E_HOMO ... -10.2 eV
Orbital gap ... 10.94 eV

Here are the Löwdin charges for atoms 1 to 6, given in e:
1. N -0.002
2. C -0.259
3. C -0.404
4. N 0.048
5. C -0.189
6. N 0.145

=====

No. 12
The following is a quantum chemistry calculation of one molecule with the formula C3H7N3 in a non-equilibrium geometry, from OMol25.

Geometry (Å):
1 C 0.650 -0.661 0.226
2 C -0.651 -0.044 1.032
3 C -1.516 0.554 -0.069
4 H 1.292 -2.447 0.970
5 H -0.175 0.881 1.599
6 H -1.102 -0.847 1.770
7 H -2.115 1.279 0.302
8 H -2.042 -0.212 -0.572
9 H -0.262 1.907 -0.274
10 H 1.050 0.441 -1.513
11 N 1.408 -1.724 0.171
12 N -0.496 1.180 -0.916
13 N 0.867 0.530 -0.599

Calculated values
SMILES string ... [H]/N=C1\CCNN1
E_HOMO ... -9.5 eV
Orbital gap ... 10.36 eV

Here are the Löwdin charges for atoms 1 to 6, given in e:
1. C -0.354
2. C -0.114
3. C -0.240
4. H 0.075
5. H 0.137
6. H 0.131

=====

No. 13
The following is a quantum chemistry calculation of one molecule with the formula C3H7N3 in a non-equilibrium geometry, from OMol25.

Geometry (Å):
1 C -1.160 -0.069 -0.165
2 C 1.170 -0.686 -0.071
3 C 0.939 0.835 0.005
4 H -2.827 -0.801 0.167
5 H -0.264 -1.954 -0.463
6 H 1.877 -0.922 0.828
7 H 1.726 -1.276 -1.048
8 H 1.009 1.210 1.002
9 H 1.285 1.851 -0.476
10 H -0.685 1.804 0.312
11 N -2.408 0.041 0.010
12 N -0.258 -1.092 0.126
13 N -0.403 1.060 -0.226

Calculated values
SMILES string ... N=C1NCCN1
E_HOMO ... -8.5 eV
Orbital gap ... 9.34 eV

Here are the Löwdin charges for atoms 1 to 6, given in e:
1. C -0.526
2. C -0.159
3. C -0.238
4. H -0.009
5. H 0.135
6. H 0.121

=====

No. 14
The following is a quantum chemistry calculation of one molecule with the formula C3H7N3 in a non-equilibrium geometry, from OMol25.

Geometry (Å):
1 N -0.315 1.150 -0.380
2 C -0.743 -0.444 -0.047
3 N -0.623 -1.199 -1.216
4 C 0.839 1.253 0.208
5 C 1.218 -0.011 0.743
6 N -1.693 -0.674 0.765
7 H -0.684 1.826 -1.050
8 H 0.321 -1.426 -1.487
9 H -1.232 -2.006 -1.182
10 H -1.797 0.015 1.500
11 H 1.304 2.228 0.356
12 H 1.738 -0.673 0.057
13 H 1.668 -0.039 1.732

Calculated values
SMILES string ... [H]/N=C(/N)NC=C
E_HOMO ... -7.4 eV
Orbital gap ... 8.12 eV

Here are the Löwdin charges for atoms 1 to 6, given in e:
1. N 0.106
2. C -0.526
3. N 0.086
4. C -0.208
5. C -0.070
6. N 0.069

=====

No. 15
The following is a quantum chemistry calculation of one molecule with the formula C3H7N3 in a non-equilibrium geometry, from OMol25.

Geometry (Å):
1 C 0.082 2.543 0.068
2 N 0.950 -0.822 0.272
3 C 0.153 -1.694 -0.541
4 C -0.913 -2.333 -0.070
5 N 0.690 0.390 -0.234
6 N 0.448 1.276 0.625
7 H 0.786 -0.889 1.285
8 H 0.527 -1.816 -1.543
9 H 0.188 2.578 -1.022
10 H 0.708 3.315 0.519
11 H -0.955 2.735 0.350
12 H -1.397 -3.107 -0.642
13 H -1.266 -2.175 0.935

Calculated values
SMILES string ... C=CN/N=N/C
E_HOMO ... -9.3 eV
Orbital gap ... 10.61 eV

Here are the Löwdin charges for atoms 1 to 6, given in e:
1. C -0.143
2. N -0.060
3. C -0.217
4. C 0.011
5. N -0.060
6. N -0.060

=====

No. 16
The following is a quantum chemistry calculation of a 2-piece molecular cluster, C3H7N3 overall in a non-equilibrium geometry, from OMol25.

Geometry (Å):
1 C 1.110 -1.096 0.361
2 N 0.927 0.961 -0.642
3 N 1.575 0.012 -0.114
4 N 1.111 1.632 -1.657
5 H 1.803 1.203 -2.294
6 H 1.666 -1.561 1.159
7 H 0.475 -1.770 -0.228
8 C -1.371 0.724 0.313
9 C -1.378 -0.539 0.785
10 H -1.782 -1.346 0.186
11 H -1.787 0.972 -0.651
12 H -1.087 1.556 0.943
13 H -1.262 -0.747 1.839

Calculated values
SMILES string ... [H]/N=N\N=C.C=C
E_HOMO ... -9.2 eV
Orbital gap ... 9.69 eV

Here are the Löwdin charges for atoms 1 to 6, given in e:
1. C -0.044
2. N -0.194
3. N -0.026
4. N 0.068
5. H 0.050
6. H 0.065

=====

No. 17
The following is a quantum chemistry calculation of C3H7N3O as an isolated structure in a non-equilibrium geometry, from OMol25.

Geometry (Å):
1 C 0.710 0.227 -0.284
2 C -0.190 0.786 0.813
3 C -1.513 -0.867 0.056
4 N -1.150 -0.247 1.226
5 N 0.154 -0.730 -0.863
6 N 1.974 0.704 -0.631
7 O 0.616 -1.441 -1.758
8 H 0.574 1.238 1.683
9 H -0.784 1.635 0.423
10 H -1.708 -2.012 0.013
11 H -2.243 -0.362 -0.454
12 H -0.825 -0.895 1.977
13 H 1.934 1.703 -0.655
14 H 2.451 0.262 -1.546

Calculated values
E_HOMO ... -7.6 eV
Orbital gap ... 8.44 eV

Here are the Löwdin charges for atoms 1 to 6, given in e:
1. C -0.405
2. C -0.148
3. C -0.032
4. N -0.083
5. N -0.190
6. N 0.101

=====

No. 18
The following is a quantum chemistry calculation of one molecule with the formula C3H7N3O, from OMol25.

Geometry (Å):
1 C 1.639 0.866 -0.608
2 N 1.395 -0.106 0.191
3 C 0.223 -0.835 0.140
4 N 0.365 -2.236 0.354
5 C -1.052 -0.374 -0.067
6 O -2.176 -0.869 -0.065
7 N -1.168 1.250 0.046
8 H 2.573 1.416 -0.500
9 H -0.317 1.735 0.341
10 H 0.991 1.134 -1.453
11 H -0.343 -2.584 0.994
12 H 1.287 -2.413 0.736
13 H -1.492 1.646 -0.835
14 H -1.923 1.370 0.725

Calculated values
SMILES string ... C=N/C(N)=C(\[NH3+])[O-]
E_HOMO (alpha / beta) ... -6.6 / -6.6 eV
Orbital gap (alpha / beta) ... 6.92 / 6.92 eV

Here are the Löwdin charges for atoms 1 to 6, given in e:
1. C -0.094
2. N 0.004
3. C -0.398
4. N 0.076
5. C -0.432
6. O -0.012